1.
Computed, not measured: a molecular structure, C22H26IN4ORu, with ωB97M-V/def2-TZVPD.

```
! wB97M-V def2-TZVPD RIJCOSX def2/J DEFGRID3
* xyz -2 6
C 1.1315 3.3739 -0.0957
H -3.3260 -2.2740 1.5598
H 2.1120 -1.4236 1.3229
H 1.2034 4.4654 -0.1732
H 3.5123 -2.1408 0.4839
H 2.4346 1.8407 3.0207
H 1.5972 3.0856 0.8563
H 1.2398 1.2208 5.1289
C -0.3056 0.1201 4.1132
C 2.6374 -1.4917 0.3609
H 3.2747 -1.1539 -3.0515
H 1.6699 2.8954 -0.9158
C -1.1594 3.7500 0.6919
C 2.5820 -0.3100 -3.2287
H -2.5017 -1.3754 3.7509
C 1.0339 0.8068 1.7616
C -0.1321 0.0346 1.6529
H -2.1138 -1.7245 -0.5460
C -1.9831 -1.1376 2.8160
Ru -0.0759 0.2568 -1.5051
C 0.8963 -1.5368 -1.5114
H -1.4596 -3.5108 -2.7937
C 0.8439 0.8889 4.1716
H 1.5957 1.0067 0.8412
H -0.8347 -0.1642 5.0241
C -0.8426 -2.6323 -3.0315
N -2.2423 2.1409 -0.3219
C 1.9625 0.2192 -2.0044
C 0.7061 -3.7862 -1.5218
H -3.7996 1.6452 -1.6655
C 1.6224 -3.4671 -0.5994
H -3.1461 0.2715 -0.7029
H -1.4533 -1.7272 -2.9224
C -2.4392 -1.6330 1.6142
H -4.1665 1.5044 0.0671
O 2.6385 0.8550 -1.1671
C -2.3883 3.2289 0.5108
H 1.7724 -0.6234 -3.9147
H -0.8431 4.5902 1.2790
H 3.0064 -0.5088 0.0721
C -1.7558 -1.3144 0.4005
H 2.1911 -4.0675 0.0912
C -0.8172 -0.3314 2.8759
H -3.3497 3.5006 0.9046
C -0.9470 2.0107 -0.7322
C -0.6810 -0.4304 0.3941
C 1.5207 1.2437 2.9922
H -0.5123 -2.7157 -4.0746
N -0.2806 3.0234 -0.0873
N 0.2930 -2.6184 -2.1219
I -1.7319 1.1006 -3.2858
H 3.1434 0.5226 -3.6762
H 0.2791 -4.7368 -1.7744
C -3.3971 1.3335 -0.6941
N 1.7851 -2.1002 -0.6393
*
```

Computed properties:
E (Eh): -1540.52002
Orbital gap (alpha / beta) (eV): 1.9 / 6.3
HOMO energy (alpha / beta) (eV): 2.59 / -1.84

2.
Computed, not measured: C6H8O2S in the gas phase, with ωB97M-V/def2-TZVPD.

```
! wB97M-V def2-TZVPD RIJCOSX def2/J DEFGRID3
* xyz 0 1
C -1.8700 0.2102 0.1348
H 2.5480 2.5387 -0.3000
H -2.5070 0.6163 -0.6140
H -1.4072 -1.5667 1.4565
H 0.0090 3.0187 -0.4479
C -0.0906 -1.4877 -0.4275
O 1.6780 -0.5786 1.3274
C 1.7849 1.8291 -0.1687
H -2.2768 -1.9170 0.0818
C -1.4733 -1.2245 0.3911
S 1.5393 -0.2975 -0.0638
C -0.6589 1.0121 0.3088
H -0.1043 0.5025 1.1012
H 0.2736 -2.4012 -0.1188
O 2.4943 -0.8170 -0.9830
H -0.3545 -1.4781 -1.5390
C 0.4156 2.0409 -0.1389
*
```

Computed properties:
E (Eh): -781.81837
Orbital gap (eV): 7.9
HOMO energy (eV): -8.89
ΔE to the lowest compared entry with this formula, charge and spin (kcal per mole): 141.3

3.
Computed, not measured: a molecular structure, C4H11N2S, with ωB97M-V/def2-TZVPD.

```
! wB97M-V def2-TZVPD RIJCOSX def2/J DEFGRID3
* xyz -2 2
C 0.2195 -1.5914 -0.7511
C 2.4943 0.1257 0.9792
H 0.5012 1.0820 0.7913
C 1.0614 0.1463 0.7003
H 2.8583 -0.5945 1.7174
H -0.8690 -0.9474 0.7712
H 1.1907 -1.9893 -1.0441
C -3.0527 1.1524 -0.4017
H 1.9258 -0.1963 -0.1729
H -2.8287 1.3687 0.6460
S -3.0404 -0.6105 -0.8333
H -0.5806 -2.3300 -0.8123
H -4.0432 1.5805 -0.5474
H 3.0052 1.7193 -0.0325
N 0.1278 -1.0686 0.6225
H -2.2973 1.6266 -1.0280
N 3.2623 1.2718 0.8569
H 0.0652 -0.7452 -1.4616
*
```

Computed properties:
E (Eh): -666.43859
Orbital gap (alpha / beta) (eV): 3.2 / 5.5
HOMO energy (alpha / beta) (eV): 3.05 / 0.79
ΔE to the lowest compared entry with this formula, charge and spin (kcal per mole): 91.2